(1)
Computed, not measured: C6H10 in the gas phase at a distorted geometry, with ωB97M-V/def2-TZVPD.

## Properties
**Frontier orbital gap**: 10.106 eV
**ΔE to the lowest compared entry with this formula, charge and spin**: 40.29 kcal per mole
**Multiplicity**: 1
**SMILES string**: C=CC=C(C)C
**Lowest unoccupied orbital energy**: 1.1047 eV
**Highest occupied orbital energy**: -9.0 eV
**Charge**: 0

```
16
C6H10 ωB97M-V/def2-TZVPD
C 0.02360 1.68991 -0.43604
C 0.75789 0.44785 -0.00908
C 0.08577 -0.63398 0.37704
C -1.37569 -0.82429 0.35805
C -1.96746 -1.57578 -0.56650
C 2.29215 0.47852 0.32412
H -0.98073 1.53281 -0.80456
H 0.54881 2.21789 -1.22517
H -0.01874 2.34288 0.43933
H 0.43665 -1.36447 1.11115
H -1.90659 -0.36994 1.18500
H -1.57890 -1.94469 -1.51331
H -3.02724 -1.59546 -0.73250
H 2.32824 0.65713 1.39579
H 2.63879 1.33379 -0.28944
H 2.72898 -0.51312 0.06801
```

***

(2)
Computed, not measured: C3H8N2OS in the gas phase at a distorted geometry, with ωB97M-V/def2-TZVPD.

## Properties
**Frontier orbital gap**: 8.868 eV
**ΔE to the lowest compared entry with this formula, charge and spin**: 131.03 kcal per mole
**Multiplicity**: 1
**Lowest unoccupied orbital energy**: 0.7770 eV
**Highest occupied orbital energy**: -8.1 eV
**Charge**: 0

```
15
C3H8N2OS ωB97M-V/def2-TZVPD
C 1.82496 -0.57510 0.72520
C 0.44638 -0.77648 0.24121
C -2.91053 0.66300 -0.58809
N 3.61593 0.48171 -0.55870
N 2.51041 0.31571 -0.21168
O -1.89918 0.58321 0.42109
S -0.32513 0.79469 -0.02046
H 1.97203 -0.21377 1.80104
H 2.41468 -1.51432 0.81564
H 0.60913 -1.24964 -0.70563
H -0.12307 -1.39108 1.10692
H -2.85448 1.55118 -1.20424
H -3.75726 0.65904 0.00694
H -3.05143 -0.26507 -1.22733
H 1.52756 0.93692 -0.60193
```

***

(3)
Computed, not measured: C5H6N6O in the gas phase at a distorted geometry, with ωB97M-V/def2-TZVPD.

## Properties
**Frontier orbital gap**: 8.471 eV
**ΔE to the lowest compared entry with this formula, charge and spin**: 36.69 kcal per mole
**Multiplicity**: 1
**SMILES string**: [H]/N=c1/nc2[nH]nc(C)c(=O)n2[nH]1
**Lowest unoccupied orbital energy**: -0.3265 eV
**Highest occupied orbital energy**: -8.8 eV
**Charge**: 0

```
18
C5H6N6O ωB97M-V/def2-TZVPD
O 1.28017 0.54675 -1.76934
N -3.42615 2.05546 0.07087
N -2.05595 0.54583 1.21408
N 0.93465 -1.42350 1.16229
C 0.83317 0.17552 -0.68489
C -2.33824 1.38136 0.16559
C -0.88838 0.12459 0.95176
C 1.47587 -0.95992 0.05544
N -0.19124 -0.82988 1.63389
N -1.36304 1.46572 -0.77789
N -0.33786 0.71982 -0.15357
C 2.66177 -1.72218 -0.49811
H -3.54702 2.63678 -0.74062
H -0.76630 -1.35423 2.27894
H -1.16878 2.42455 -1.05549
H 3.58207 -1.24451 -0.19800
H 2.64657 -1.78837 -1.56582
H 2.66868 -2.75381 -0.08911
```

***

(4)
Computed, not measured: a molecular structure, C21H31F5OP2Sr at a distorted geometry, with ωB97M-V/def2-TZVPD.

## Properties
**Frontier orbital gap (spin up / spin down)**: 3.311 / 3.314 eV
**Multiplicity**: 1
**Lowest unoccupied orbital energy (spin up / spin down)**: -0.1878 / -0.1712 eV
**Highest occupied orbital energy (spin up / spin down)**: -3.5 / -3.5 eV
**Charge**: 0

```
61
C21H31F5OP2Sr ωB97M-V/def2-TZVPD
P -2.13400 0.99825 -0.96185
P 0.94850 -0.19586 1.85987
C -0.71818 -0.11098 -0.69296
C -0.37687 -0.77045 0.68941
H 0.15414 0.05668 -1.38200
H -1.08386 -0.93750 -1.28405
H -1.29834 -0.84611 1.29256
H -0.09436 -1.81239 0.45609
C 2.46278 -0.41926 0.77815
H 3.23461 0.32479 1.07065
H 2.28901 -0.40891 -0.33127
H 2.88244 -1.40785 0.96108
C 1.20386 -1.56447 3.02844
H 1.89963 -2.32397 2.64804
H 0.23439 -2.02872 3.26057
H 1.63636 -1.11815 3.94060
C -2.23113 1.21763 -2.73310
H -2.69912 2.19496 -2.93411
H -2.84370 0.42272 -3.18926
H -1.22802 1.18641 -3.19178
C -3.59788 0.22881 -0.33070
H -3.38942 -0.27391 0.62384
H -4.01225 -0.50618 -1.03780
H -4.34121 1.02844 -0.18152
Sr 1.30105 1.59698 -0.33365
C 0.96691 -3.51993 -0.34114
C 1.85095 -2.97082 -1.18600
C 1.94640 -3.36634 -2.62398
C 0.65424 -3.16279 -3.47449
C -0.39409 -2.28154 -2.88892
C -1.34560 -2.75186 -2.05765
C -1.33693 -4.12816 -1.44761
C -0.04409 -4.58001 -0.73127
C -1.80783 2.56831 -0.17170
H 1.08592 -3.42451 0.75221
H 2.71672 -2.41689 -0.81767
H 2.25775 -4.42370 -2.72662
H 2.74679 -2.78075 -3.09722
H 0.98082 -2.72907 -4.42878
H 0.25393 -4.15507 -3.72682
H -0.45454 -1.28561 -3.33944
H -2.31840 -2.23992 -1.93041
H -1.58279 -4.87252 -2.22581
H -2.16999 -4.18942 -0.72793
H -0.37050 -5.09314 0.18815
H 0.41946 -5.37831 -1.33365
H -1.27403 2.44495 0.78836
H -2.78002 3.01630 0.06880
H -1.27936 3.27818 -0.83617
F 1.18976 7.73836 4.32696
C 1.11258 6.55323 3.68920
C 1.22970 5.35613 4.41902
F 1.38911 5.43728 5.76031
C 1.20577 4.14041 3.76062
F 1.28266 3.00468 4.51108
C 1.09670 4.04819 2.34218
O 1.12261 2.93451 1.65686
C 0.93304 5.28328 1.63827
F 0.74454 5.24256 0.28246
C 0.94770 6.50598 2.29684
F 0.82566 7.66704 1.60673
```